1.
The following is a quantum chemistry calculation of a 2-piece molecular cluster, C3H4ClNO2 overall in a non-equilibrium geometry, from the Open Molecules 2025 dataset.

Properties
Lowest unoccupied orbital energy in eV: -0.142
M in g/mol: 121.5
Frontier orbital gap in eV: 9.00
Structure (SMILES): O=C=NCl.C=CO
HOMO in eV: -9.1
Spin multiplicity: 1
Relative energy (zero: lowest compared OMol25 entry of this formula, charge and spin) in kcal per mole: 78.8

XYZ file:
```
11
C3H4ClNO2 wB97M-V/def2-TZVPD
O -2.27 3.17 0.90
C -2.17 2.05 0.58
N -1.69 0.99 0.20
Cl -2.10 -0.57 -0.32
C 1.57 -1.35 -0.83
C 1.22 -0.28 -0.12
O 0.61 -0.12 1.05
H 1.71 -1.35 -1.90
H 1.34 -2.42 -0.49
H 1.56 0.81 -0.43
H 0.21 -0.93 1.36
```

2.
The following is a quantum chemistry calculation of a 2-piece molecular cluster, C3H10N overall in a non-equilibrium geometry, from the Open Molecules 2025 dataset.

Properties
Lowest unoccupied orbital energy in eV: -4.421
M in g/mol: 60.1
Frontier orbital gap in eV: 8.90
HOMO in eV: -13.3
Spin multiplicity: 1
Relative energy (zero: lowest compared OMol25 entry of this formula, charge and spin) in kcal per mole: 52.2
Net charge: +1

XYZ file:
```
14
C3H10N wB97M-V/def2-TZVPD
N -0.08 1.06 -1.92
H -0.89 0.86 -1.31
H 0.47 0.17 -2.18
H 0.45 1.91 -1.60
H -0.40 1.35 -2.80
C -1.12 -0.81 1.13
C 0.45 -0.98 1.19
C 1.39 0.01 0.87
H -1.67 -0.66 2.11
H -1.36 -1.75 0.68
H -1.41 0.14 0.51
H 0.72 -1.99 1.75
H 2.42 -0.28 1.07
H 1.03 0.97 0.49
```

3.
The following is a quantum chemistry calculation of a 2-piece molecular cluster, C4H12O2Si overall in a non-equilibrium geometry, from the Open Molecules 2025 dataset.

Properties
Lowest unoccupied orbital energy in eV: 0.022
M in g/mol: 120.2
Frontier orbital gap in eV: 9.86
Structure (SMILES): C[Si](C)(C)O.C=O
HOMO in eV: -9.8
Spin multiplicity: 1
Relative energy (zero: lowest compared OMol25 entry of this formula, charge and spin) in kcal per mole: 43.2

XYZ file:
```
19
C4H12O2Si wB97M-V/def2-TZVPD
C -1.98 1.20 0.03
Si -0.19 0.66 0.12
C 1.05 2.16 0.08
C -0.07 -0.41 1.67
O -0.02 -0.14 -1.25
H -2.55 0.80 -0.80
H -2.63 0.89 0.94
H -2.05 2.21 0.17
H 1.27 2.40 1.17
H 1.99 1.94 -0.32
H 0.68 3.05 -0.38
H 0.89 -0.93 1.73
H -0.11 0.31 2.50
H -0.92 -1.07 1.63
H 0.44 -0.90 -1.47
C 1.08 -3.05 -1.42
O 1.67 -2.22 -0.74
H 0.71 -4.08 -1.17
H 0.75 -2.82 -2.47
```

4.
The following is a quantum chemistry calculation of C40H52InN5O3Si2Te as an isolated structure, from the Open Molecules 2025 dataset.

Properties
Lowest unoccupied orbital energy in eV: -5.757
M in g/mol: 949.5
Frontier orbital gap in eV: 6.93
HOMO in eV: -12.7
Spin multiplicity: 1
Relative energy (zero: lowest compared OMol25 entry of this formula, charge and spin) in kcal per mole: 0.0
Net charge: +2

XYZ file:
```
104
C40H52InN5O3Si2Te wB97M-V/def2-TZVPD
In 0.75 0.45 -0.99
C -3.38 -3.64 -3.66
O -4.71 -3.27 -3.36
C -5.05 -2.54 -2.27
C -6.42 -2.25 -2.21
C -6.95 -1.51 -1.18
C -6.13 -1.02 -0.17
C -4.79 -1.30 -0.21
C -4.23 -2.06 -1.25
N -2.80 -2.26 -1.20
C -1.92 -1.27 -1.46
N -2.45 -0.19 -2.06
C -2.08 1.18 -2.03
C -0.89 1.72 -1.56
C -0.80 3.12 -1.53
C -1.82 3.94 -1.98
C -2.99 3.38 -2.48
C -3.13 2.01 -2.50
O -4.23 1.35 -2.92
C -5.39 2.11 -3.27
N -0.62 -1.35 -1.21
C -0.04 -2.56 -0.76
C -0.27 -3.81 -1.34
C 0.46 -4.92 -0.95
C 1.47 -4.80 0.00
C 1.74 -3.56 0.55
C 0.99 -2.46 0.17
O 1.27 -1.20 0.69
C 0.94 -1.12 2.09
H -3.44 -4.16 -4.61
H -2.99 -4.34 -2.91
H -2.73 -2.78 -3.76
H -7.04 -2.64 -3.00
H -8.02 -1.31 -1.16
H -6.54 -0.43 0.65
H -4.12 -0.93 0.55
H -2.45 -3.09 -0.75
H -3.43 -0.28 -2.29
H 0.07 3.61 -1.12
H -1.71 5.01 -1.95
H -3.79 4.02 -2.84
H -5.19 2.72 -4.15
H -5.70 2.74 -2.43
H -6.16 1.38 -3.49
H -1.00 -3.91 -2.14
H 0.26 -5.88 -1.41
H 2.05 -5.66 0.29
H 2.55 -3.43 1.26
H 1.27 -0.15 2.45
H 1.44 -1.92 2.63
H -0.14 -1.21 2.20
C 2.92 -2.88 -3.08
C 4.23 -2.59 -2.76
C 4.55 -1.34 -2.24
C 3.53 -0.43 -2.01
N 2.25 -0.77 -2.20
C 1.95 -1.94 -2.77
C 3.78 1.00 -1.71
C 5.03 1.57 -1.89
C 5.17 2.95 -1.78
C 4.04 3.71 -1.52
C 2.84 3.07 -1.33
N 2.70 1.74 -1.41
H 2.64 -3.81 -3.55
H 5.02 -3.31 -2.95
H 5.58 -1.09 -2.03
H 0.91 -2.12 -2.98
H 5.88 0.97 -2.15
H 6.13 3.42 -1.93
H 4.09 4.79 -1.46
H 1.95 3.63 -1.11
C 3.29 0.56 4.45
Si 4.11 1.28 2.93
C 4.34 -0.06 1.64
C 5.78 1.98 3.39
C 3.13 2.70 2.16
Te 1.09 2.45 1.56
C 0.25 2.31 3.51
Si -1.41 1.39 3.70
C -1.13 -0.18 4.68
C -2.14 1.02 2.00
C -2.54 2.52 4.65
H 3.97 -0.16 4.90
H 2.36 0.02 4.23
H 3.07 1.31 5.20
H 4.72 -0.97 2.11
H 5.07 0.24 0.89
H 3.41 -0.32 1.12
H 6.44 1.20 3.76
H 5.69 2.74 4.16
H 6.27 2.44 2.52
H 3.66 3.03 1.26
H 3.11 3.57 2.83
H 0.11 3.36 3.79
H 1.01 1.90 4.18
H -0.18 -0.67 4.49
H -1.93 -0.91 4.49
H -1.15 0.06 5.74
H -1.40 0.75 1.24
H -2.70 1.88 1.63
H -2.84 0.19 2.09
H -2.10 2.79 5.62
H -3.50 2.03 4.86
H -2.75 3.44 4.11
```

5.
The following is a quantum chemistry calculation of a 2-piece molecular cluster, C33H52Cl2N5OS overall in a non-equilibrium geometry, from the Open Molecules 2025 dataset.

Properties
Lowest unoccupied orbital energy in eV: -3.689
M in g/mol: 637.8
Frontier orbital gap in eV: 6.12
HOMO in eV: -9.8
Spin multiplicity: 1
Net charge: +1

XYZ file:
```
94
C33H52Cl2N5OS wB97M-V/def2-TZVPD
C 4.25 3.24 -0.24
C 3.63 2.24 -0.94
C 2.39 1.39 -0.48
C 2.76 0.30 0.60
S 2.25 -1.37 -0.09
C 4.34 0.15 0.83
O 5.01 -0.44 -0.29
C 5.67 -1.63 0.11
C 6.83 -1.61 1.00
C 7.42 -2.88 1.40
C 6.93 -4.18 0.97
C 5.80 -4.19 0.05
C 5.21 -2.93 -0.34
N 2.18 0.54 1.94
C 1.88 1.92 2.20
N 1.90 2.30 3.48
N 1.52 2.88 1.26
C 1.13 2.27 -0.04
C -0.15 1.35 0.04
C -1.20 1.83 1.10
N -1.12 1.55 2.35
C 1.03 3.43 -1.11
C -0.42 4.04 -1.32
C -1.10 3.36 -2.59
C -2.53 2.70 -2.32
C -2.55 1.29 -3.05
C -3.83 0.42 -2.73
C -3.51 -1.08 -2.36
C -2.87 -1.27 -0.93
C -3.91 -1.15 0.25
C -3.21 -1.60 1.61
C -3.51 -0.60 2.80
C -4.53 -1.16 3.87
N -4.20 -2.51 4.36
C -3.11 -2.92 5.09
C -3.30 -4.35 5.31
C -4.58 -4.69 4.62
C -5.14 -3.49 4.01
H 3.71 4.08 0.28
H 5.36 3.24 -0.10
H 4.03 2.04 -1.97
H 2.04 0.84 -1.40
H 1.13 -1.64 0.66
H 4.81 1.10 1.20
H 4.42 -0.59 1.68
H 7.27 -0.65 1.37
H 8.29 -2.85 2.10
H 7.35 -5.15 1.29
H 5.33 -5.12 -0.35
H 4.33 -2.93 -1.03
H 1.32 -0.02 2.04
H 2.22 3.23 3.72
H 1.61 1.67 4.23
H 0.80 3.52 1.63
H -0.66 1.26 -0.95
H 0.08 0.29 0.34
H -2.06 2.48 0.77
H -1.92 2.02 2.80
H 1.72 4.24 -0.76
H 1.39 3.12 -2.13
H -1.07 4.05 -0.41
H -0.26 5.12 -1.60
H -0.44 2.56 -3.03
H -1.22 4.13 -3.40
H -2.81 2.63 -1.24
H -3.29 3.33 -2.86
H -1.65 0.66 -2.79
H -2.50 1.44 -4.17
H -4.43 0.37 -3.68
H -4.51 0.91 -1.98
H -4.46 -1.69 -2.37
H -2.83 -1.57 -3.10
H -2.49 -2.33 -0.90
H -1.97 -0.62 -0.74
H -4.24 -0.08 0.30
H -4.79 -1.83 0.13
H -2.10 -1.52 1.41
H -3.40 -2.66 1.88
H -3.87 0.39 2.41
H -2.54 -0.45 3.35
H -4.46 -0.47 4.76
H -5.57 -1.06 3.47
H -2.26 -2.29 5.44
H -2.68 -5.07 5.87
H -5.08 -5.67 4.54
H -6.07 -3.32 3.45
Cl 0.83 0.48 -4.50
C 0.14 -0.66 -5.68
C 0.16 -0.11 -7.09
Cl -0.98 1.25 -7.28
H -0.87 -0.92 -5.36
H 0.75 -1.57 -5.64
H -0.14 -0.88 -7.79
H 1.15 0.24 -7.37
```

6.
The following is a quantum chemistry calculation of a 2-piece molecular cluster, C7H9ClFN2 overall in a non-equilibrium geometry, from the Open Molecules 2025 dataset.

Properties
Lowest unoccupied orbital energy in eV: -4.667
M in g/mol: 175.6
Frontier orbital gap in eV: 8.31
HOMO in eV: -13.0
Spin multiplicity: 1
Relative energy (zero: lowest compared OMol25 entry of this formula, charge and spin) in kcal per mole: 39.3
Net charge: +1

XYZ file:
```
20
C7H9ClFN2 wB97M-V/def2-TZVPD
C 1.17 2.22 -0.53
C 2.33 1.51 -0.08
C 0.04 1.50 -0.64
C 2.25 0.15 -0.10
C 1.04 -0.58 -0.26
C -2.48 -0.67 1.01
C -1.96 -0.48 -0.33
N -0.01 0.17 -0.43
N 0.94 -1.87 -0.20
F -1.94 -1.62 -1.07
Cl 3.69 -0.68 0.42
H 1.22 3.33 -0.51
H 3.21 2.17 0.29
H -0.92 1.79 -1.04
H -3.63 -0.59 1.11
H -1.85 -0.11 1.62
H -2.36 -1.70 1.44
H -2.50 0.24 -0.82
H 1.69 -2.41 0.21
H 0.08 -2.37 -0.09
```

7.
The following is a quantum chemistry calculation of a 4-piece molecular cluster, C37H77FNO10 overall in a non-equilibrium geometry, from the Open Molecules 2025 dataset.

Properties
Lowest unoccupied orbital energy (alpha / beta) in eV: -2.185 / -2.105
M in g/mol: 715.0
Frontier orbital gap (alpha / beta) in eV: 3.21 / 3.26
⟨S²⟩: 0.761
HOMO (alpha / beta) in eV: -5.4 / -5.4
Spin multiplicity: 2

XYZ file:
```
126
C37H77FNO10 wB97M-V/def2-TZVPD
C -2.04 -2.03 3.85
C -2.59 -3.27 3.28
C -2.92 -4.33 4.23
C -2.82 -3.38 1.89
C -1.84 -4.01 0.93
C -1.16 -2.96 0.02
C 0.34 -3.08 -0.02
C 0.84 -2.00 -0.98
C 0.96 -2.80 1.35
C 2.46 -3.09 1.41
C 2.78 -4.38 2.14
F 4.18 -4.34 2.40
C 2.11 -4.51 3.52
C 1.21 -5.74 3.80
C -0.17 -5.21 4.24
C 1.73 -6.49 5.03
N 0.94 -6.61 2.65
O -0.04 -6.08 1.85
C 2.14 -6.85 1.81
C 3.28 -7.58 2.51
C 1.67 -7.78 0.65
C 2.56 -5.53 1.15
H -2.47 -1.17 3.34
H -0.95 -2.03 3.85
H -2.38 -1.97 4.89
H -3.06 -5.29 3.76
H -2.15 -4.39 4.99
H -3.83 -4.03 4.76
H -3.74 -2.96 1.49
H -1.14 -4.58 1.53
H -2.39 -4.74 0.35
H -1.60 -3.07 -0.97
H -1.44 -1.96 0.36
H 0.55 -4.08 -0.42
H 1.92 -1.97 -1.08
H 0.51 -1.05 -0.56
H 0.35 -2.06 -1.95
H 0.80 -1.74 1.54
H 0.39 -3.33 2.11
H 3.06 -2.27 1.78
H 2.78 -3.23 0.38
H 2.92 -4.52 4.24
H 1.55 -3.61 3.75
H -0.11 -5.01 5.31
H -0.43 -4.27 3.75
H -0.94 -5.96 4.12
H 1.70 -5.82 5.88
H 2.78 -6.75 4.90
H 1.12 -7.37 5.18
H 3.93 -8.08 1.81
H 2.84 -8.36 3.11
H 3.87 -6.96 3.18
H 1.50 -7.19 -0.24
H 0.77 -8.32 0.92
H 2.46 -8.48 0.39
H 3.52 -5.69 0.67
H 1.87 -5.22 0.39
C 3.70 1.70 -0.86
O 4.06 1.74 -2.23
C 3.94 0.51 -2.93
C 3.19 0.65 -4.24
O 1.82 0.99 -4.14
C 1.44 2.26 -3.63
C 1.80 3.46 -4.49
O 3.19 3.65 -4.61
C 3.66 3.80 -5.94
H 4.59 1.55 -0.24
H 3.25 2.65 -0.60
H 2.97 0.91 -0.65
H 3.46 -0.25 -2.31
H 4.96 0.17 -3.15
H 3.21 -0.33 -4.71
H 3.71 1.33 -4.92
H 1.79 2.39 -2.61
H 0.35 2.23 -3.58
H 1.38 4.35 -4.01
H 1.32 3.36 -5.47
H 3.05 3.24 -6.65
H 4.68 3.40 -5.98
H 3.69 4.86 -6.22
C -3.91 7.94 -5.77
O -3.58 6.82 -6.57
C -3.57 7.06 -7.97
C -2.31 6.53 -8.64
O -1.09 7.17 -8.29
C -0.60 7.06 -6.97
C -0.13 5.68 -6.54
O -1.19 4.74 -6.48
C -0.97 3.53 -7.18
H -4.98 7.94 -5.53
H -3.35 7.87 -4.84
H -3.64 8.89 -6.25
H -3.67 8.13 -8.19
H -4.42 6.54 -8.40
H -2.43 6.72 -9.71
H -2.23 5.45 -8.52
H -1.30 7.48 -6.25
H 0.28 7.71 -6.94
H 0.28 5.77 -5.53
H 0.67 5.34 -7.20
H -0.32 3.66 -8.04
H -1.94 3.17 -7.53
H -0.55 2.77 -6.51
C -1.10 5.36 4.34
O -2.19 4.63 4.88
C -3.05 4.04 3.92
C -3.35 2.58 4.22
O -2.26 1.68 4.11
C -1.18 1.81 5.03
C -1.49 1.51 6.48
O -2.41 2.42 7.05
C -3.50 1.83 7.72
H -1.35 6.42 4.28
H -0.25 5.24 5.02
H -0.80 4.99 3.35
H -2.65 4.13 2.91
H -4.00 4.59 3.96
H -4.07 2.25 3.46
H -3.86 2.47 5.18
H -0.70 2.78 4.91
H -0.44 1.07 4.71
H -0.55 1.60 7.04
H -1.84 0.48 6.57
H -3.78 0.87 7.28
H -4.36 2.50 7.63
H -3.28 1.70 8.78
```

8.
The following is a quantum chemistry calculation of a single C5H10O molecule in a non-equilibrium geometry, from the Open Molecules 2025 dataset.

Properties
Lowest unoccupied orbital energy in eV: 0.913
M in g/mol: 86.1
Frontier orbital gap in eV: 10.76
Structure (SMILES): C[C@H]1CC[C@H]1O
HOMO in eV: -9.8
Spin multiplicity: 1
Relative energy (zero: lowest compared OMol25 entry of this formula, charge and spin) in kcal per mole: 31.0

XYZ file:
```
16
C5H10O wB97M-V/def2-TZVPD
C 1.51 -0.81 -0.24
C 0.47 -0.15 0.67
C 0.22 1.34 0.45
C -0.94 0.99 -0.53
C -0.98 -0.41 0.16
O -1.12 -1.54 -0.68
H 1.65 -1.85 0.10
H 1.22 -0.87 -1.29
H 2.47 -0.29 -0.15
H 0.84 -0.24 1.69
H -0.20 1.79 1.35
H 1.20 1.82 0.31
H -1.87 1.59 -0.48
H -0.66 0.88 -1.58
H -1.72 -0.45 0.98
H -2.05 -1.78 -0.76
```

9.
The following is a quantum chemistry calculation of C12H10InNO4Te4 as an isolated structure, from the Open Molecules 2025 dataset.

Properties
Lowest unoccupied orbital energy in eV: -1.067
M in g/mol: 857.4
Frontier orbital gap in eV: 5.08
HOMO in eV: -6.1
Spin multiplicity: 1
Relative energy (zero: lowest compared OMol25 entry of this formula, charge and spin) in kcal per mole: 0.0

XYZ file:
```
32
C12H10InNO4Te4 wB97M-V/def2-TZVPD
In 1.15 -0.16 -1.23
O -0.59 -1.87 3.25
C -0.33 -1.32 2.05
O 0.43 -1.79 1.25
C -1.11 -0.04 1.83
C -2.01 0.41 2.79
C -2.69 1.58 2.55
C -2.47 2.24 1.35
C -1.56 1.71 0.45
N -0.88 0.59 0.69
C -1.27 2.34 -0.90
O -2.05 3.37 -1.28
O -0.40 1.96 -1.62
H -0.05 -2.67 3.32
H -2.15 -0.16 3.70
H -3.39 1.98 3.28
H -2.99 3.17 1.17
H -2.72 3.59 -0.62
C 1.80 -1.98 -3.27
C 0.82 -1.05 -3.65
C -0.30 -1.21 -2.78
C 0.00 -2.29 -1.89
C 1.30 -2.73 -2.19
H 2.77 -2.08 -3.72
H 0.89 -0.33 -4.45
H -1.25 -0.70 -2.86
H -0.66 -2.70 -1.15
H 1.83 -3.52 -1.68
Te 3.68 -0.82 0.95
Te 5.93 0.07 2.35
Te 5.16 2.64 2.03
Te 3.13 1.75 0.25
```

10.
The following is a quantum chemistry calculation of a 2-piece molecular cluster, C4H10NO overall in a non-equilibrium geometry, from the Open Molecules 2025 dataset.

Properties
Lowest unoccupied orbital energy (alpha / beta) in eV: 0.979 / -1.102
M in g/mol: 88.1
Frontier orbital gap (alpha / beta) in eV: 9.72 / 8.69
⟨S²⟩: 0.783
HOMO (alpha / beta) in eV: -8.7 / -9.8
Spin multiplicity: 2
Relative energy (zero: lowest compared OMol25 entry of this formula, charge and spin) in kcal per mole: 0.0

XYZ file:
```
16
C4H10NO wB97M-V/def2-TZVPD
C 0.25 2.43 -1.31
C 0.41 1.24 -0.41
C -0.03 -0.04 -0.72
N 0.19 -1.12 0.02
C 0.82 -0.95 1.32
H -0.47 2.10 -2.07
H 1.15 2.74 -1.84
H -0.19 3.28 -0.80
H 0.88 1.37 0.55
H -0.74 -0.17 -1.53
H -2.13 -3.43 0.52
H 1.85 -0.59 1.22
H 0.28 -0.22 1.93
H 0.82 -1.89 1.85
H -1.25 -2.10 0.34
O -1.84 -2.63 0.94
```

11.
The following is a quantum chemistry calculation of a single C3H5N3 molecule in a non-equilibrium geometry, from the Open Molecules 2025 dataset.

Properties
Lowest unoccupied orbital energy in eV: -0.080
M in g/mol: 83.1
Frontier orbital gap in eV: 9.98
Structure (SMILES): C[C@@H]1N=CN=N1
HOMO in eV: -10.1
Spin multiplicity: 1
Relative energy (zero: lowest compared OMol25 entry of this formula, charge and spin) in kcal per mole: 76.5

XYZ file:
```
11
C3H5N3 wB97M-V/def2-TZVPD
C -1.17 -0.47 -0.20
C 0.41 -0.68 0.55
N 0.11 0.66 0.86
C 0.81 1.31 -0.03
N 1.67 0.50 -0.75
N 1.47 -0.72 -0.37
H -0.90 -0.29 -1.24
H -1.91 0.28 0.13
H -1.55 -1.46 0.01
H 0.34 -1.50 1.26
H 0.71 2.36 -0.21
```

12.
The following is a quantum chemistry calculation of a 2-piece molecular cluster, C5H12N2O overall in a non-equilibrium geometry, from the Open Molecules 2025 dataset.

Properties
Lowest unoccupied orbital energy (alpha / beta) in eV: 0.096 / 0.093
M in g/mol: 116.2
Frontier orbital gap (alpha / beta) in eV: 8.24 / 8.24
HOMO (alpha / beta) in eV: -8.1 / -8.1
Spin multiplicity: 1
Relative energy (zero: lowest compared OMol25 entry of this formula, charge and spin) in kcal per mole: 134.0

XYZ file:
```
20
C5H12N2O wB97M-V/def2-TZVPD
C 0.78 1.06 0.23
C 1.50 -1.36 -1.33
C -1.08 -1.00 -0.44
C -1.07 0.73 2.04
N 0.56 -0.32 -1.67
N 0.84 0.88 -1.19
C -0.77 1.06 0.59
O -1.47 1.84 -0.05
H 0.25 1.58 -1.65
H 1.17 2.04 0.50
H 1.33 0.28 0.76
H 2.38 -1.23 -1.98
H 1.05 -2.32 -1.58
H 1.83 -1.40 -0.29
H -2.08 -0.71 -0.15
H -1.25 -1.57 -1.35
H -0.58 -1.60 0.32
H -0.63 -0.21 2.36
H -2.14 0.73 2.21
H -0.64 1.52 2.67
```

no.,E (eV)
1,-21280.104
2,-4754.602
3,-16315.515
4,-84128.648
5,-80430.425
6,-25616.303
7,-64286.819
8,-7393.421
9,-56633.151
10,-7845.777
11,-7659.140
12,-10402.615